1.
Entry from the OMol25 dataset: an isolated molecule of C3H2ClNO at a distorted geometry (the ωB97M-V functional and the def2-TZVPD basis).

Geometry (Å):
O  -1.607  1.664  0.125
C  -1.185  0.583  0.161
C  -0.593  -0.579  0.244
N  0.791  -0.581  0.255
C  1.448  0.450  -0.056
Cl  3.148  0.379  0.056
H  -1.091  -1.526  0.347
H  1.073  1.414  -0.404

Values from the calculation:
**DFT total energy**: -705.6423 Eh
**Highest occupied orbital energy**: -0.327 hartree
**Kohn-Sham gap**: 0.3455 Eh
**SMILES**: O=C=C/N=C/Cl
**LUMO energy**: 0.49 eV

Mulliken population analysis, charges in e, atoms 1 to 5: -0.345 0.642 -0.424 -0.343 -0.028

***

2.
Entry from the OMol25 dataset: an isolated molecule of C3H2ClNO at a distorted geometry (the ωB97M-V functional and the def2-TZVPD basis).

Geometry (Å):
O  0.653  -1.869  -0.273
C  0.439  -0.802  -0.771
C  0.010  0.364  -1.236
N  -0.737  0.808  -0.138
C  -0.281  0.267  0.926
Cl  -1.114  0.479  2.386
H  0.426  0.880  -2.082
H  0.604  -0.128  1.189

Values from the calculation:
**DFT total energy**: -705.5922 Eh
**Highest occupied orbital energy**: -0.328 hartree
**Kohn-Sham gap**: 0.3477 Eh
**SMILES**: O=C=C/N=C/Cl
**LUMO energy**: 0.55 eV

Mulliken population analysis, charges in e, atoms 1 to 5: -0.428 0.782 -0.588 -0.380 0.061

***

3.
Entry from the OMol25 dataset: an isolated molecule of C3H2ClNO2 at a distorted geometry (the ωB97M-V functional and the def2-TZVPD basis).

Geometry (Å):
C  0.991  -0.868  0.008
C  0.782  0.413  0.000
C  -1.452  0.001  -0.005
N  -1.339  -1.239  -0.007
O  -0.105  -1.763  -0.001
O  1.331  1.612  -0.012
Cl  -2.735  1.031  0.008
H  1.875  -1.483  0.034
H  0.652  2.296  -0.025

Values from the calculation:
**DFT total energy**: -780.7479 Eh
**Highest occupied orbital energy**: -0.333 hartree
**Kohn-Sham gap**: 0.3409 Eh
**LUMO energy**: 0.20 eV

Mulliken population analysis, charges in e, atoms 1 to 5: -0.268 0.209 0.172 -0.206 -0.139